Here is a 9-piece molecular cluster, C8H32ClN8O8 overall from OMol25. Energies are from ωB97M-V with the def2-TZVPD basis set.

XYZ file:
```
57
Properties=species:S:1:pos:R:3:nbo_charge:R:1
Cl -0.073 -0.173 -0.405 -1.00
C 3.553 2.478 2.500 -0.26
O 4.158 3.745 2.588 -0.72
H 3.853 1.780 3.282 0.16
H 2.482 2.548 2.312 0.19
H 3.832 2.059 1.533 0.17
H 5.003 3.692 2.136 0.46
C 4.423 -2.618 1.155 -0.26
O 5.092 -1.727 0.249 -0.72
H 4.769 -3.651 1.126 0.17
H 4.702 -2.305 2.161 0.15
H 3.333 -2.619 1.146 0.19
H 4.335 -1.267 -0.122 0.48
C 0.056 -3.834 -4.640 -0.24
O -0.946 -3.426 -3.816 -0.72
H -0.115 -4.052 -5.694 0.17
H 0.957 -3.222 -4.679 0.16
H 0.336 -4.791 -4.199 0.15
H -0.536 -3.103 -3.011 0.49
C -2.165 1.845 4.732 -0.21
O -1.907 2.283 3.536 -0.73
H -2.885 1.033 4.829 0.14
H -1.269 1.404 5.170 0.14
H -2.486 2.766 5.218 0.17
H -1.318 1.793 2.959 0.49
C -5.868 -1.084 -0.878 0.75
O -7.090 -1.184 -0.732 -0.70
N -5.102 -1.176 0.153 -0.82
N -5.230 -0.989 -2.055 -0.86
H -5.604 -1.403 1.000 0.41
H -4.113 -0.973 0.139 0.41
H -4.281 -0.662 -2.172 0.40
H -5.737 -1.372 -2.840 0.40
C -0.302 -3.240 5.305 0.74
O -1.373 -3.617 4.789 -0.67
N 0.535 -2.344 4.920 -0.82
N 0.002 -3.499 6.556 -0.83
H 1.349 -2.055 5.443 0.39
H 0.332 -2.114 3.957 0.42
H -0.332 -4.433 6.745 0.40
H 0.862 -3.114 6.919 0.37
C 3.815 1.738 -4.074 0.75
O 4.807 1.931 -4.738 -0.69
N 3.700 2.109 -2.843 -0.83
N 2.727 1.114 -4.524 -0.85
H 2.947 1.792 -2.249 0.41
H 4.325 2.860 -2.586 0.40
H 1.854 0.992 -4.031 0.41
H 2.876 0.935 -5.506 0.40
C -3.166 3.784 -3.717 0.75
O -3.802 4.240 -4.661 -0.69
N -3.015 4.401 -2.582 -0.83
N -2.347 2.755 -3.782 -0.83
H -2.467 3.933 -1.874 0.39
H -3.362 5.349 -2.548 0.41
H -1.829 2.472 -2.963 0.40
H -2.295 2.217 -4.635 0.40
```

- Kohn-Sham gap: 7.437 eV
- Total energy: -1824.23177 Eh
- Total charge: -1

---

Here is a 6-piece molecular cluster, C8H32N2O6 overall from OMol25. Energies are from ωB97M-V with the def2-TZVPD basis set.

XYZ file:
```
48
Properties=species:S:1:pos:R:3:nbo_charge:R:1
O -8.606 2.495 -25.720 -0.75
H -7.749 2.062 -25.566 0.55
H -8.909 3.018 -24.900 0.56
H -9.212 1.743 -25.807 0.53
O -9.649 0.962 -22.975 -0.75
H -8.729 0.672 -22.856 0.55
H -9.630 1.977 -23.098 0.55
H -9.977 0.653 -23.834 0.54
O -6.904 4.060 -22.383 -0.81
H -7.010 4.077 -21.370 0.53
H -7.823 3.915 -22.772 0.54
H -6.362 3.294 -22.612 0.52
O -9.217 3.446 -23.386 -1.21
H -9.715 4.245 -23.146 0.49
C -11.028 5.827 -26.145 -0.59
C -11.183 6.306 -24.706 -0.09
C -12.157 5.438 -23.853 -0.07
O -12.145 5.847 -22.511 -0.54
C -12.951 5.001 -21.726 -0.25
N -9.767 6.312 -24.254 -0.79
H -11.981 5.861 -26.677 0.22
H -10.864 4.744 -26.080 0.15
H -10.237 6.340 -26.683 0.25
H -11.570 7.306 -24.906 0.23
H -11.786 4.405 -23.850 0.12
H -13.173 5.489 -24.251 0.20
H -13.922 4.777 -22.168 0.19
H -12.981 5.414 -20.719 0.21
H -12.445 4.040 -21.568 0.14
H -9.679 6.928 -23.453 0.37
H -9.683 5.361 -23.905 0.28
C -9.535 5.485 -20.197 -0.61
C -8.105 5.480 -19.639 -0.08
C -8.128 5.922 -18.186 -0.08
O -6.852 6.492 -17.914 -0.56
C -6.641 6.961 -16.576 -0.26
N -7.587 4.076 -19.852 -0.87
H -10.059 6.438 -20.173 0.25
H -10.153 4.703 -19.754 0.21
H -9.438 5.256 -21.259 0.17
H -7.454 6.137 -20.217 0.22
H -8.230 5.040 -17.546 0.17
H -8.878 6.682 -17.959 0.20
H -7.417 6.666 -15.870 0.18
H -6.566 8.049 -16.572 0.20
H -5.685 6.596 -16.202 0.20
H -6.817 4.030 -19.191 0.40
H -8.310 3.443 -19.531 0.38
```

- Kohn-Sham gap: 5.921 eV
- Energy relative to the best compared isomer or geometry (same formula, charge and spin): 5.2 kcal/mol
- Total energy: -884.18794 Eh
- Total charge: +2

---

Here is a 9-piece molecular cluster, C8H32O8 overall from OMol25. Energies are from ωB97M-V with the def2-TZVPD basis set.

XYZ file:
```
48
Properties=species:S:1:pos:R:3:nbo_charge:R:1
C 3.901 1.925 -1.335 -0.60
C 3.833 1.002 -0.034 -0.41
C 2.580 0.161 0.218 -0.42
C 3.059 -1.351 0.399 -0.42
C 3.290 -1.933 -1.032 -0.44
C 2.015 -2.548 -1.543 -0.20
C 1.577 -3.808 -1.424 -0.18
C 0.267 -4.329 -1.934 -0.67
H 4.993 2.134 -1.388 0.21
H 3.280 2.853 -1.360 0.22
H 3.607 1.090 -2.211 0.19
H 4.690 0.354 -0.080 0.20
H 4.035 1.655 0.811 0.20
H 1.858 0.482 1.063 0.21
H 2.003 0.210 -0.739 0.19
H 3.953 -1.389 1.052 0.22
H 2.200 -2.081 0.657 0.22
H 3.511 -1.153 -1.947 0.20
H 4.136 -2.534 -1.254 0.23
H 1.287 -1.900 -1.997 0.18
H 2.181 -4.659 -1.093 0.19
H 0.259 -4.863 -2.905 0.23
H -0.565 -3.558 -2.124 0.21
H -0.217 -4.773 -1.062 0.23
H -4.339 -0.866 -0.018 0.47
H -3.110 -0.423 0.893 0.50
O -3.755 -1.163 0.686 -0.99
H -0.872 1.136 -1.113 0.48
H -0.395 0.984 -2.498 0.48
O -1.087 1.496 -1.951 -0.95
H -2.385 1.238 2.128 0.50
H -2.772 2.045 0.980 0.47
O -2.466 1.238 1.165 -0.99
H -1.108 -0.226 3.866 0.49
H -0.447 0.670 2.753 0.51
O -1.406 0.369 3.118 -1.00
H -3.302 2.228 3.404 0.51
H -2.134 3.130 2.625 0.48
O -3.041 2.896 2.674 -0.96
H 1.838 0.075 3.269 0.49
H 1.056 -1.025 2.462 0.50
O 1.013 -0.303 3.033 -0.96
H -1.857 3.332 -1.011 0.48
H -2.022 4.220 0.178 0.45
O -2.246 4.179 -0.726 -0.93
H -3.324 -0.378 -2.002 0.47
H -3.489 0.183 -3.348 0.46
O -3.974 -0.324 -2.733 -0.94
```

- Kohn-Sham gap: 9.632 eV
- Energy relative to the best compared isomer or geometry (same formula, charge and spin): 87.2 kcal/mol
- SMILES: C/C=C/CCCCC.O.O.O.O.O.O.O.O
- Total energy: -925.75278 Eh

---

Here is C8H32O8Sn as an isolated structure from OMol25. Energies are from ωB97M-V with the def2-TZVPD basis set.

XYZ file:
```
49
Properties=species:S:1:pos:R:3:nbo_charge:R:1
Sn 0.169 0.023 0.009 1.61
C 1.261 1.507 2.519 -0.28
O 0.307 1.956 1.555 -0.81
H 2.006 0.930 2.056 0.20
H 0.798 0.789 3.177 0.20
H 1.682 2.295 3.106 0.22
H -0.017 2.844 1.883 0.52
C 1.347 -2.704 -1.991 -0.27
O 1.386 -1.300 -1.824 -0.78
H 2.384 -3.068 -2.175 0.20
H 0.741 -2.959 -2.859 0.20
H 0.997 -3.309 -1.174 0.20
H 1.908 -0.907 -2.512 0.50
C 2.807 2.431 -0.241 -0.26
O 2.366 1.170 -0.554 -0.77
H 2.078 3.073 0.264 0.20
H 3.020 2.910 -1.222 0.19
H 3.757 2.346 0.308 0.20
H 2.851 1.002 -1.367 0.50
C -1.883 -1.802 -1.837 -0.25
O -1.457 -1.883 -0.537 -0.77
H -2.684 -1.031 -1.858 0.18
H -2.188 -2.748 -2.190 0.21
H -1.147 -1.333 -2.514 0.17
H -1.698 -2.766 -0.208 0.51
C -1.997 -1.645 2.833 -0.25
O -1.355 -0.505 2.324 -0.76
H -1.557 -1.974 3.756 0.19
H -1.906 -2.439 2.099 0.16
H -3.064 -1.456 3.051 0.20
H -1.718 0.271 2.736 0.49
C -0.289 2.568 -2.550 -0.24
O -0.287 1.194 -2.272 -0.77
H 0.354 2.753 -3.353 0.19
H -0.006 3.076 -1.584 0.18
H -1.229 2.905 -2.830 0.19
H -0.211 0.782 -3.136 0.50
C -2.502 2.207 -0.015 -0.26
O -2.392 0.799 -0.084 -0.76
H -3.132 2.529 -0.814 0.20
H -1.552 2.720 -0.182 0.17
H -2.977 2.581 0.913 0.19
H -3.282 0.438 -0.198 0.51
C 1.095 -2.523 1.732 -0.25
O 1.856 -1.488 1.179 -0.78
H 0.218 -2.659 1.112 0.15
H 0.744 -2.238 2.697 0.20
H 1.654 -3.446 1.821 0.21
H 2.746 -1.914 0.950 0.52
```

- Kohn-Sham gap: 10.689 eV
- Energy relative to the best compared isomer or geometry (same formula, charge and spin): 0.0 kcal/mol
- Total energy: -1139.53968 Eh
- Total charge: +2

---

Q: The lowest total energy belongs to which entry?
A: C8H32ClN8O8